A | The following is a DFT calculation (wB97M-V/def2-TZVPD) of one molecule with the formula C5H14N2.

Each line ends with the Mulliken charge.
Cartesian coordinates (Å):
1 C 2.8765 0.8468 0.3346  -1.0719
2 C 1.7226 -0.1654 0.8781  -0.5091
3 C 0.9717 -1.0782 -0.1011  -0.6007
4 C -0.4317 -0.4359 -0.5535  -0.6201
5 N -1.4147 -0.5337 0.5130  -0.4527
6 C -2.7508 -0.2198 -0.0611  -0.4963
7 N -2.7713 0.9222 -1.0428  -0.6110
8 H 3.8216 0.4314 0.6901  0.3198
9 H 2.9333 1.0055 -0.7290  0.3544
10 H 2.7621 1.8790 0.8595  0.2640
11 H 2.2625 -0.7803 1.7071  0.3283
12 H 0.9632 0.3213 1.4042  0.2831
13 H 0.6080 -2.0832 0.4185  0.2450
14 H 1.8704 -1.2009 -0.7973  0.3497
15 H -0.3242 0.5969 -0.8809  0.3850
16 H -0.6826 -1.0089 -1.4884  0.3310
17 H -1.3537 0.3100 1.0631  0.2804
18 H -3.3163 0.0619 0.8148  0.3695
19 H -3.2529 -1.1847 -0.5714  0.2869
20 H -2.1792 1.5729 -0.5386  0.2711
21 H -2.3145 0.7433 -1.9189  0.2936

Results
Gap between HOMO and LUMO = 10.31 eV
Charge = 0
SMILES = CCCCNCN

B | The following is a DFT calculation (wB97M-V/def2-TZVPD) of one molecule with the formula C5H14N2.

Each line ends with the Mulliken charge.
Cartesian coordinates (Å):
1 C 1.9686 1.0521 2.4173  -1.1049
2 C 1.3545 -0.0999 1.5783  -0.4856
3 N 0.0230 0.0879 1.1283  -0.1489
4 C -0.1844 0.6409 -0.1892  -0.9514
5 C -0.1341 -0.1209 -1.5139  -0.4447
6 N -1.1486 -1.2888 -1.2950  -0.3990
7 C -2.1737 -1.2269 -2.3110  -0.7947
8 H 2.1679 1.9570 1.8208  0.2653
9 H 2.8837 0.8762 3.0002  0.3671
10 H 1.2205 1.3662 3.1507  0.2896
11 H 1.4534 -1.0274 2.1359  0.4181
12 H 2.0952 -0.0489 0.7379  0.1678
13 H -0.6938 0.0377 1.8253  0.2229
14 H 0.4580 1.5229 -0.3623  0.3599
15 H -1.1540 1.1377 -0.0450  0.4594
16 H -0.3786 0.5681 -2.3238  0.3541
17 H 0.8073 -0.5966 -1.7325  0.2715
18 H -1.3273 -1.1613 -0.3129  0.2821
19 H -2.6186 -0.2027 -2.3982  0.2766
20 H -1.6697 -1.5214 -3.2460  0.2590
21 H -2.9494 -1.9521 -2.0650  0.3356

Results
Gap between HOMO and LUMO = 9.30 eV
Charge = 0
SMILES = CCNCCNC

The structure with the greatest stability is B.

A | The following is a DFT calculation (wB97M-V/def2-TZVPD) of C5H14N2 as an isolated structure.

Each line ends with the Mulliken charge.
Cartesian coordinates (Å):
1 C -2.7951 -0.9807 -2.2845  -0.8801
2 N -0.5373 0.8653 -0.4431  -0.8686
3 C -0.2403 0.5339 0.8079  1.0013
4 C 0.9238 -0.4141 1.1195  -0.7083
5 C 1.8053 -0.8056 -0.0480  -0.3751
6 N 2.5281 0.3265 -0.6314  -0.6674
7 C -1.1449 0.9906 1.9281  -1.2799
8 H -3.5116 -0.6157 -3.0127  0.2984
9 H -3.3123 -1.5839 -1.5355  0.2414
10 H -2.0794 -1.6116 -2.8136  0.2349
11 H -2.2270 -0.2399 -1.7293  0.1443
12 H -0.9090 -0.1826 -0.0995  -0.0099
13 H 0.5802 -1.3507 1.5645  0.3180
14 H 1.5653 0.1573 1.8044  0.3484
15 H 1.2483 -1.3950 -0.7853  0.3166
16 H 2.6236 -1.4153 0.3423  0.3611
17 H 1.9311 1.0918 -0.8695  0.2317
18 H 2.9396 0.0813 -1.5090  0.2234
19 H -0.8697 1.8834 2.4995  0.3338
20 H -2.0478 1.3496 1.4349  0.3987
21 H -1.2856 0.1844 2.6493  0.3371

Results
Gap between HOMO and LUMO = 8.81 eV
Charge = 0

B | The following is a DFT calculation (wB97M-V/def2-TZVPD) of one molecule with the formula C5H14N2.

Each line ends with the Mulliken charge.
Cartesian coordinates (Å):
1 C -0.5644 0.3994 -0.3567  0.8471
2 C 0.9180 -0.8314 1.2677  -0.2279
3 C -1.7043 0.7142 0.6033  -1.5139
4 C -0.3933 1.7836 -1.4715  -1.3864
5 C 1.9121 -1.8304 0.7212  -1.1273
6 N 0.7460 0.3939 0.1428  -0.4862
7 N -0.8002 -0.7732 -1.1049  -0.5868
8 H 0.9112 1.2467 0.6705  0.2981
9 H 0.0064 -0.9920 -1.6794  0.2508
10 H -1.6517 -0.7472 -1.6508  0.2455
11 H 1.2986 -0.3327 2.1620  0.3580
12 H -0.0213 -1.3230 1.5312  0.2082
13 H -1.9828 -0.1503 1.2136  0.3985
14 H -2.5924 1.0251 0.0428  0.4169
15 H -1.4387 1.5315 1.2788  0.2844
16 H -0.3206 2.7195 -0.9117  0.3512
17 H 0.4678 1.6710 -2.1340  0.3754
18 H -1.3048 1.7874 -2.0743  0.3709
19 H 2.1455 -2.6021 1.4648  0.3580
20 H 2.8534 -1.3451 0.4452  0.3038
21 H 1.5158 -2.3450 -0.1608  0.2617

Results
Gap between HOMO and LUMO = 9.45 eV
Charge = 0
SMILES = CCNC(C)(C)N

C | The following is a DFT calculation (wB97M-V/def2-TZVPD) of one molecule with the formula C5H14N2.

Each line ends with the Mulliken charge.
Cartesian coordinates (Å):
1 C 1.1818 0.0032 1.6461  -0.7846
2 N 1.1322 0.4462 0.1955  -0.0903
3 C 2.1495 1.4441 -0.2827  -0.8765
4 C -0.2134 1.0703 0.0209  -0.9263
5 C -1.4009 0.1808 -0.1540  -0.6833
6 N -1.0222 -0.8646 -1.1032  -0.3664
7 C -1.6755 -2.2276 -1.0734  -0.8030
8 H 0.2084 0.4861 2.1144  0.2633
9 H 1.0684 -1.0360 1.5120  0.3010
10 H 2.0916 0.3218 2.3384  0.2745
11 H 1.8174 1.5889 -1.4419  0.2576
12 H 3.1698 1.1742 -0.0007  0.3259
13 H 1.9334 2.3436 0.3301  0.3313
14 H -0.2878 1.6063 -0.9710  0.4563
15 H -0.3243 1.7545 0.8888  0.4934
16 H -1.8450 -0.2641 0.7858  0.3020
17 H -2.1989 0.6728 -0.5230  0.4050
18 H 0.0463 -1.1224 -1.2088  0.3118
19 H -2.4389 -2.1508 -1.8589  0.2717
20 H -2.3453 -2.3388 -0.0786  0.2174
21 H -1.0464 -3.0885 -1.1358  0.3192

Results
Gap between HOMO and LUMO = 9.32 eV
Charge = 0
SMILES = CNCCN(C)C

The structure with the greatest stability is B.

A | The following is a DFT calculation (wB97M-V/def2-TZVPD) of C5H14N2 as an isolated structure.

Each line ends with the Mulliken charge.
Cartesian coordinates (Å):
1 C -1.3506 -0.6958 -1.2138  0.0426
2 C -1.8080 -0.9291 0.2254  -1.2110
3 N -2.2773 0.0640 -2.0381  -0.6172
4 N -0.0442 -0.0038 -1.2129  -0.4679
5 H -1.1922 -1.6571 -1.7106  0.3541
6 H -3.0490 -0.5099 -2.3531  0.2654
7 H -2.6625 0.8524 -1.5274  0.2345
8 H -0.0446 0.8546 -0.6113  0.3907
9 H 0.2488 0.2154 -2.1639  0.2571
10 H -2.7423 -1.4917 0.2205  0.3788
11 H -1.9728 0.0225 0.7324  0.3207
12 H -1.0581 -1.4823 0.7884  0.3193
13 C 1.6487 0.0719 2.2009  -1.0435
14 C 1.7830 0.3689 0.7327  0.0158
15 C 2.6605 1.2854 0.3199  -0.9748
16 H 0.9508 -0.2811 -0.4257  0.4336
17 H 1.8567 -0.9826 2.4051  0.2273
18 H 0.6211 0.2512 2.5325  0.1665
19 H 2.3143 0.6786 2.8302  0.3812
20 H 3.2915 1.8639 1.0014  0.2921
21 H 2.8260 1.5046 -0.7324  0.2348

Results
Gap between HOMO and LUMO = 8.20 eV
Charge = 0

B | The following is a DFT calculation (wB97M-V/def2-TZVPD) of one molecule with the formula C5H14N2.

Each line ends with the Mulliken charge.
Cartesian coordinates (Å):
1 C -2.2022 -0.7233 -1.7744  -1.2143
2 C -1.1763 -0.9216 -0.6884  -0.2318
3 N -0.3297 0.2933 -0.5236  -0.4299
4 C 2.1281 0.2686 -0.4468  -1.6641
5 C 0.8384 0.0620 0.3536  0.3900
6 C 0.7753 1.0274 1.5432  -0.7167
7 N 0.1655 0.4217 2.7560  -0.6228
8 H -1.9876 -1.1152 -2.7660  0.3426
9 H -2.3379 0.3233 -2.0762  0.3491
10 H -3.2010 -1.0200 -1.4666  0.3244
11 H -1.6458 -1.0858 0.2779  0.2216
12 H -0.4627 -1.7155 -0.9382  0.3202
13 H -0.0177 0.6123 -1.4320  0.2675
14 H 1.9960 -0.1464 -1.4483  0.4890
15 H 2.3028 1.3250 -0.6549  0.3618
16 H 2.9699 -0.2800 -0.0486  0.3831
17 H 0.8344 -0.9542 0.7431  0.3135
18 H 1.8070 1.2468 1.8318  0.2765
19 H 0.2952 1.9529 1.2605  0.3112
20 H -0.6666 0.9612 2.9798  0.2682
21 H -0.0849 -0.5325 2.5182  0.2606

Results
Gap between HOMO and LUMO = 9.65 eV
Charge = 0
SMILES = CCN[C@@H](C)CN

C | The following is a DFT calculation (wB97M-V/def2-TZVPD) of C5H14N2 as an isolated structure.

Each line ends with the Mulliken charge.
Cartesian coordinates (Å):
1 C 0.2347 -0.5421 -0.2263  0.1390
2 C -0.6104 0.3898 0.4586  0.5241
3 C 0.4157 -1.9670 0.2366  -1.6077
4 C -2.0971 -0.6230 -0.2564  -1.2830
5 C -0.7797 1.7920 -0.0589  -1.4496
6 N 1.6055 0.4076 0.5274  -0.2179
7 N 2.6573 1.0151 -0.2056  -0.7365
8 H 1.9861 0.0063 1.3820  0.1931
9 H 0.3595 -0.3689 -1.2922  0.4280
10 H -0.7208 0.2474 1.5291  0.2384
11 H 2.3798 1.9585 -0.4718  0.2240
12 H 2.8470 0.4980 -1.0622  0.2215
13 H -0.2651 -2.6414 -0.2829  0.3960
14 H 0.2226 -2.0535 1.3061  0.3023
15 H 1.4379 -2.2873 0.0389  0.4274
16 H 0.0143 2.4291 0.3293  0.3573
17 H -2.3157 -1.4082 0.4621  0.3440
18 H -2.0220 -1.0082 -1.2710  0.3612
19 H -2.8798 0.1308 -0.2424  0.4284
20 H -1.7416 2.2029 0.2466  0.4292
21 H -0.7280 1.8221 -1.1470  0.2808

Results
Gap between HOMO and LUMO = 8.80 eV
Charge = 0

The structure with the greatest stability is B.

A | The following is a DFT calculation (wB97M-V/def2-TZVPD) of a 2-piece molecular cluster, C5H14N2 overall.

Each line ends with the Mulliken charge.
Cartesian coordinates (Å):
1 C -2.1575 -0.4509 0.6851  -0.9776
2 N -1.5252 0.3289 -0.3671  -0.0968
3 N -2.2526 1.5341 -0.5435  -0.7147
4 H -0.3397 -0.0726 -0.4663  0.3590
5 H -3.2540 1.3548 -0.6264  0.2072
6 H -1.9281 1.9921 -1.3885  0.2055
7 H -3.1709 -0.7548 0.3935  0.3300
8 H -2.2141 0.0990 1.6323  0.2724
9 H -1.5442 -1.3377 0.8406  0.2856
10 C 1.9476 -0.4997 -1.3208  -1.3109
11 C 1.4666 -1.0625 1.1007  -1.3470
12 C 1.2137 -0.1094 -0.0517  0.9205
13 C 1.0300 1.2269 0.2276  -0.7900
14 H 1.5904 -1.4694 -1.6731  0.3282
15 H 3.0217 -0.5969 -1.1480  0.3735
16 H 1.7928 0.2331 -2.1125  0.3471
17 H 1.1055 -2.0621 0.8533  0.3284
18 H 0.9682 -0.7282 2.0102  0.3555
19 H 2.5333 -1.1457 1.3224  0.3797
20 H 1.0585 1.9693 -0.5555  0.3087
21 H 0.6580 1.5517 1.1879  0.2358

Results
Gap between HOMO and LUMO = 6.60 eV
Charge = 0
SMILES = C=C(C)C.CNN

B | The following is a DFT calculation (wB97M-V/def2-TZVPD) of a 2-piece molecular cluster, C5H14N2 overall.

Each line ends with the Mulliken charge.
Cartesian coordinates (Å):
1 C -0.0922 0.7244 1.4223  -1.1799
2 C -0.1089 -0.0699 0.0982  -0.1711
3 N 1.0392 -0.7473 -0.2893  -0.3712
4 C 3.4847 -0.7202 -0.6360  -1.1336
5 C 2.2250 0.0557 -0.2144  -0.1500
6 C -3.5528 0.0495 0.2139  -0.3880
7 N -2.7084 0.5086 -0.8526  -0.4720
8 H -0.0383 0.0048 2.2377  0.2298
9 H 0.7304 1.4312 1.3888  0.4102
10 H -1.0199 1.2789 1.5541  0.3925
11 H -0.3572 0.6540 -0.7337  0.3059
12 H -0.9586 -0.7446 0.1121  0.2945
13 H 3.2802 -1.7884 -0.5187  0.3231
14 H 3.6221 -0.6000 -1.7083  0.2969
15 H 2.3909 0.3604 0.8307  0.1976
16 H 4.2909 -0.5107 0.0600  0.3310
17 H 2.0719 0.9436 -0.8490  0.3149
18 H -3.5922 -1.0345 0.3096  0.1820
19 H -4.5666 0.4495 0.2705  0.3098
20 H -2.9587 1.4503 -1.1499  0.1871
21 H -2.8195 0.4780 0.9477  0.0906

Results
Gap between HOMO and LUMO = 4.20 eV
Charge = 0

The structure with the greatest stability is A.

A | The following is a DFT calculation (wB97M-V/def2-TZVPD) of one molecule with the formula C2H6N2O.

Each line ends with the Mulliken charge.
Cartesian coordinates (Å):
1 C 1.7016 -0.1179 0.0353  -0.9991
2 C -0.5166 0.6892 0.0564  -0.0022
3 H 2.1660 0.5468 -0.6973  0.3370
4 H 2.2281 -0.8711 0.1976  0.4480
5 H 1.9330 0.3411 1.0004  0.4133
6 H 0.1944 1.5743 -0.0122  0.3519
7 H -2.9266 -0.7690 -0.4894  0.2580
8 H -1.2362 -0.9866 -0.1162  0.3988
9 N -1.7527 0.6484 -0.0350  -0.3201
10 N -2.1892 -0.5940 0.1851  -0.4217
11 O 0.3981 -0.4613 -0.1248  -0.4639

Results
Gap between HOMO and LUMO = 9.89 eV
Charge = 0
SMILES = CO/C=N\N

B | The following is a DFT calculation (wB97M-V/def2-TZVPD) of one molecule with the formula C2H6N2O.

Each line ends with the Mulliken charge.
Cartesian coordinates (Å):
1 O -0.9636 -1.4946 1.7432  -0.5392
2 C -1.5066 -0.7362 0.9012  0.0723
3 N -0.8256 -0.0019 -0.0842  -0.2068
4 C 0.5022 0.6518 -0.0430  -0.4344
5 N 1.7672 0.1829 -0.6877  -0.5177
6 H -2.5988 -0.8805 0.7388  0.3028
7 H -1.4951 0.3048 -0.8414  0.2616
8 H 0.4036 1.7189 -0.4003  0.3155
9 H 0.8070 0.5281 0.9382  0.3373
10 H 1.9703 -0.7637 -0.5921  0.2052
11 H 1.9396 0.4904 -1.6727  0.2035

Results
Gap between HOMO and LUMO = 10.47 eV
Charge = 0
SMILES = NCNC=O

C | The following is a DFT calculation (wB97M-V/def2-TZVPD) of one molecule with the formula C2H6N2O.

Each line ends with the Mulliken charge.
Cartesian coordinates (Å):
1 C -0.2933 0.2101 1.8581  -0.6222
2 C -0.0409 -0.1253 -0.5169  0.5815
3 H -0.3971 1.1090 2.6780  0.2385
4 H -1.4284 -0.1299 1.4368  0.2502
5 H 0.3235 -0.7891 2.3857  0.2111
6 H 1.4443 0.9110 0.6429  0.3017
7 H 1.2895 1.0617 -1.6691  0.2217
8 H 0.7472 -0.5035 -2.3749  0.2193
9 N 0.2142 0.7053 0.5985  -0.4023
10 N 0.7678 0.1645 -1.6219  -0.4238
11 O -0.8561 -1.0321 -0.4979  -0.5758

Results
Gap between HOMO and LUMO = 10.34 eV
Charge = 0
SMILES = CNC(N)=O

The structure with the greatest stability is B.